Density functional theory data (ωB97M-V/def2-TZVPD) for C33H44As2N4OPRuSTe as an isolated structure.

**Highest occupied orbital energy (alpha / beta)**: -12.9 / -13.0 eV
**Kohn-Sham gap (alpha / beta)**: 0.254 / 0.256 Eh
**LUMO level (alpha / beta)**: -0.2192 / -0.2204 Eh
**Energy relative to the best compared isomer or geometry (same formula, charge and spin)**: 1.2043 eV
**2S+1**: 2
**Total charge**: +2

Each line ends with the Löwdin charge.
Positions of all 88 atoms, in Å:
Ru -0.632 0.201 -0.009  0.484
C -3.822 -1.325 2.507  0.002
C -2.622 -1.166 1.634  -0.264
N -2.387 -0.066 1.002  -0.146
N -3.294 0.951 1.187  0.031
C -2.733 2.120 1.108  -0.793
N -3.458 3.221 1.358  0.118
S -1.033 2.369 0.706  0.607
C -1.572 -2.186 1.506  -0.228
C -1.679 -3.470 2.028  0.009
C -0.603 -4.337 1.933  -0.027
C 0.555 -3.910 1.304  -0.024
C 0.588 -2.629 0.788  -0.136
N -0.438 -1.783 0.890  -0.092
H -3.827 -0.525 3.248  0.098
H -3.835 -2.279 3.023  0.073
H -4.739 -1.214 1.928  0.099
H -4.366 3.113 1.783  0.124
H -3.008 4.117 1.430  0.105
H -2.586 -3.785 2.521  0.119
H -0.670 -5.334 2.346  0.129
H 1.422 -4.549 1.217  0.126
H 1.478 -2.246 0.306  0.103
C 3.224 0.330 -0.817  -0.264
As 1.388 0.352 -1.421  1.069
C 1.497 -0.954 -2.855  -0.245
C 1.227 2.008 -2.406  -0.414
C 2.309 2.747 -2.864  -0.082
C 2.092 3.883 -3.632  -0.048
C 0.799 4.264 -3.960  -0.047
C -0.285 3.521 -3.510  -0.082
C -0.073 2.400 -2.719  -0.411
As -1.543 1.321 -2.056  1.091
C -2.987 2.612 -1.948  -0.264
C -2.071 0.361 -3.657  -0.244
H 3.887 0.285 -1.679  0.047
H 3.381 -0.559 -0.209  0.018
H 3.441 1.219 -0.229  0.022
H 2.320 -0.675 -3.511  0.048
H 0.561 -0.958 -3.404  -0.001
H 1.666 -1.947 -2.443  0.034
H 3.324 2.449 -2.628  0.104
H 2.933 4.468 -3.981  0.118
H 0.632 5.144 -4.565  0.119
H -1.286 3.839 -3.775  0.105
H -3.252 2.874 -2.971  0.043
H -2.661 3.493 -1.408  0.023
H -3.853 2.169 -1.461  0.039
H -1.996 1.066 -4.485  0.051
H -3.100 0.019 -3.561  0.038
H -1.409 -0.479 -3.815  -0.019
C -1.765 -3.320 -4.060  -0.160
P -2.044 -3.035 -2.303  0.552
C -3.828 -2.907 -2.086  -0.152
C -1.578 -4.589 -1.522  -0.157
O -1.311 -1.837 -1.765  -0.461
H -2.361 -4.168 -4.398  0.067
H -0.711 -3.546 -4.230  0.065
H -2.041 -2.449 -4.652  0.048
H -4.343 -3.771 -2.508  0.068
H -4.196 -2.005 -2.575  0.050
H -4.057 -2.843 -1.021  0.051
H -2.020 -5.430 -2.058  0.069
H -1.925 -4.607 -0.491  0.038
H -0.493 -4.694 -1.537  0.060
Te 0.742 0.529 2.503  1.476
C 2.457 -0.550 3.144  -0.492
C 3.733 -0.465 2.603  -0.129
C 4.779 -1.168 3.182  -0.060
C 4.556 -1.961 4.300  -0.057
C 3.284 -2.043 4.847  -0.066
C 2.236 -1.338 4.273  -0.158
C 1.593 2.452 2.637  -0.544
C 2.060 3.136 1.520  -0.183
C 2.612 4.398 1.668  -0.062
C 2.703 4.972 2.930  -0.056
C 2.231 4.289 4.040  -0.058
C 1.669 3.026 3.898  -0.126
H 3.938 0.181 1.763  0.076
H 5.774 -1.085 2.766  0.115
H 5.376 -2.502 4.751  0.116
H 3.107 -2.647 5.727  0.114
H 1.248 -1.400 4.713  0.086
H 1.965 2.709 0.528  0.056
H 2.972 4.934 0.800  0.113
H 3.138 5.956 3.047  0.115
H 2.296 4.737 5.023  0.116
H 1.300 2.500 4.769  0.102

Atomic forces in eV per Å
0.3931 0.0060 0.2640
-0.0055 -0.0203 -0.0292
-0.1723 -0.0621 -0.1233
0.0574 0.1271 0.3463
-0.0148 -0.0035 0.0233
0.0483 0.0070 0.0509
-0.0254 0.0009 0.0473
-0.0685 0.1800 -0.1745
0.1177 -0.0561 0.0488
0.0098 0.0526 0.0996
0.0115 -0.0209 0.0009
0.0081 0.0165 0.0186
0.0897 0.0606 0.0687
-0.1538 -0.1952 -0.3877
-0.0132 -0.0094 0.0055
-0.0109 -0.0001 -0.0117
0.0085 0.0001 -0.0193
0.0064 0.0016 -0.0152
0.0028 -0.0029 -0.0364
0.0011 0.0035 -0.0088
-0.0026 0.0045 0.0057
-0.0008 0.0022 -0.0052
-0.0205 -0.0097 -0.0347
-0.0361 -0.0030 0.0018
0.0710 0.0907 -0.0556
0.0640 0.0530 0.0263
-0.0361 -0.1118 -0.0596
0.0222 0.0183 0.0104
0.0051 -0.0085 0.0085
-0.0097 -0.0003 -0.0053
0.0093 0.0615 -0.0005
0.0389 -0.0232 0.0431
-0.0449 0.0425 -0.0395
-0.0064 -0.1721 -0.0935
0.0019 0.1125 0.0087
-0.0172 0.0230 -0.0142
0.0224 -0.0148 0.0158
0.0171 -0.0170 0.0396
0.0000 -0.0218 -0.0059
0.0023 -0.0281 -0.0082
-0.0086 -0.0008 0.0191
-0.0015 -0.0021 -0.0045
0.0008 -0.0046 -0.0010
-0.0011 0.0004 0.0038
-0.0051 -0.0131 0.0135
-0.0237 0.0232 0.0172
-0.0023 0.0344 0.0003
-0.0076 -0.0243 0.0297
-0.0384 -0.0069 -0.0086
0.0141 -0.0396 0.0412
-0.0064 -0.0123 -0.0362
-0.0002 -0.0168 0.0169
-0.1150 -0.0690 -0.0656
0.0435 0.0136 0.0029
-0.0070 0.0348 -0.0466
0.0314 -0.0511 0.0792
0.0144 -0.0074 0.0024
0.0036 0.0228 0.0031
-0.0192 0.0121 0.0219
0.0149 -0.0096 0.0067
0.0051 -0.0036 -0.0088
0.0050 0.0079 -0.0003
-0.0160 0.0087 0.0080
0.0097 0.0064 0.0158
0.0018 0.0019 -0.0102
-0.0919 0.1975 0.0804
-0.2276 -0.2160 0.1003
0.0083 0.1948 -0.0591
-0.0030 -0.0272 0.0240
-0.0112 0.0038 -0.0058
0.0351 -0.0219 -0.0223
-0.0772 -0.0820 -0.1033
0.1015 -0.0549 -0.1243
-0.0364 -0.0164 -0.0362
0.0203 0.0197 0.0294
0.0028 -0.0043 -0.0196
-0.0042 -0.0157 0.0104
0.0476 -0.0212 0.0251
-0.0181 0.0437 -0.0240
-0.0011 0.0046 -0.0017
-0.0007 0.0006 -0.0010
0.0005 0.0045 0.0049
0.0058 0.0152 0.0187
0.0001 -0.0142 0.0017
-0.0043 -0.0017 -0.0019
-0.0014 -0.0003 -0.0030
-0.0016 -0.0027 0.0000
-0.0057 0.0058 0.0017

Density functional theory data (ωB97M-V/def2-TZVPD) for C33H44BInN9O2S as an isolated structure.

**Highest occupied orbital energy**: -5.3 eV
**Kohn-Sham gap**: 0.274 Eh
**LUMO level**: 0.0784 Eh
**Energy relative to the best compared isomer or geometry (same formula, charge and spin)**: 0.0000 eV
**Total charge**: -1

Each line ends with the Löwdin charge.
Positions of all 91 atoms, in Å:
In -0.141 0.452 0.254  0.632
C 1.674 -4.819 1.125  -0.018
C 0.693 -3.713 1.335  -0.261
C -0.363 -3.668 2.215  0.026
C -1.009 -2.446 1.990  -0.191
N -0.315 -1.745 1.075  0.103
N 0.697 -2.562 0.648  0.040
B 1.606 -2.217 -0.543  -0.523
N 2.618 -1.101 -0.250  0.037
N 2.268 0.203 -0.002  0.106
C 3.426 0.880 0.109  -0.207
C 4.503 0.004 -0.071  0.025
C 3.952 -1.234 -0.291  -0.262
C 4.661 -2.526 -0.539  -0.017
C 3.587 2.379 0.301  -0.530
C 2.722 2.930 1.431  -0.065
C 5.045 2.685 0.662  -0.072
C 3.278 3.068 -1.037  -0.053
N 0.752 -1.889 -1.783  0.038
N -0.124 -0.832 -1.840  0.114
C -0.695 -0.898 -3.058  -0.209
C -0.187 -1.995 -3.761  0.024
C 0.724 -2.591 -2.922  -0.264
C 1.559 -3.804 -3.172  -0.019
C -1.724 0.074 -3.609  -0.529
C -2.166 -0.384 -5.001  -0.077
C -1.097 1.462 -3.753  -0.043
C -2.959 0.109 -2.708  -0.022
C -2.346 -2.063 2.615  -0.518
C -3.452 -2.157 1.557  -0.032
C -2.685 -3.080 3.711  -0.078
C -2.337 -0.670 3.245  -0.046
H 1.443 -5.626 1.820  0.079
H 2.700 -4.498 1.307  0.073
H 1.631 -5.220 0.112  0.074
H -0.660 -4.452 2.889  0.102
H 2.239 -3.197 -0.791  0.101
H 5.551 0.236 -0.036  0.104
H 5.735 -2.349 -0.486  0.080
H 4.434 -2.940 -1.522  0.072
H 4.404 -3.282 0.201  0.070
H 2.874 2.356 2.344  0.079
H 1.664 2.930 1.191  -0.006
H 3.011 3.963 1.634  0.094
H 5.345 2.182 1.584  0.093
H 5.145 3.761 0.818  0.085
H 5.737 2.399 -0.132  0.074
H 2.275 2.842 -1.397  0.015
H 3.995 2.755 -1.801  0.086
H 3.356 4.153 -0.921  0.089
H -0.445 -2.313 -4.756  0.103
H 1.349 -4.177 -4.174  0.079
H 1.344 -4.602 -2.461  0.077
H 2.625 -3.585 -3.108  0.073
H -1.330 -0.413 -5.704  0.080
H -2.900 0.326 -5.387  0.086
H -2.636 -1.370 -4.975  0.083
H -0.309 1.439 -4.512  0.090
H -0.648 1.814 -2.829  0.012
H -1.856 2.186 -4.061  0.088
H -3.461 -0.863 -2.718  0.093
H -3.659 0.866 -3.072  0.092
H -2.706 0.340 -1.679  0.051
H -3.505 -3.173 1.149  0.086
H -3.301 -1.460 0.741  0.066
H -4.412 -1.925 2.024  0.089
H -2.739 -4.099 3.323  0.073
H -3.666 -2.825 4.117  0.082
H -1.965 -3.056 4.532  0.090
H -2.280 0.113 2.495  0.033
H -1.497 -0.547 3.931  0.084
H -3.267 -0.531 3.801  0.092
O -3.873 1.539 1.515  0.072
C -3.032 1.558 0.638  -0.579
O -2.222 0.562 0.402  -0.198
C -2.991 2.721 -0.329  -0.147
C -4.238 3.254 -0.659  -0.034
C -4.374 4.300 -1.551  -0.096
C -3.227 4.851 -2.113  -0.101
C -1.985 4.345 -1.779  -0.142
C -1.833 3.267 -0.894  -0.557
S -0.150 2.810 -0.564  0.715
H -5.105 2.823 -0.176  0.114
H -5.355 4.686 -1.796  0.092
H -3.300 5.678 -2.809  0.095
H -1.092 4.776 -2.215  0.095
N 2.485 3.374 5.343  0.070
C 1.576 2.972 4.748  -0.427
N 0.478 2.578 4.137  0.088
C 0.425 1.741 3.185  -0.348
N 0.280 0.932 2.353  0.111

Atomic forces in eV per Å
0.1576 0.0229 -0.0490
-0.0131 -0.0566 0.0634
0.0692 -0.0226 -0.0394
-0.1142 -0.1446 -0.1695
-0.0906 0.3402 0.1431
-0.1580 -0.3926 -0.3583
0.1560 0.3938 0.1855
-0.0287 -0.1233 -0.0337
-0.2659 0.2072 0.0785
0.2925 -0.3132 -0.0643
-0.2053 0.1801 0.0061
0.0176 0.0356 0.0661
-0.0379 -0.1576 -0.0631
0.1038 0.0232 0.0135
0.0009 -0.1183 -0.1181
-0.0169 0.0340 0.0078
0.0641 0.0357 0.0067
0.0135 0.0718 -0.0207
-0.1342 0.3052 0.2467
0.1842 -0.2920 -0.2497
-0.1260 0.2151 0.1398
0.0050 0.0138 -0.0535
0.1056 -0.0989 0.0641
-0.0216 -0.0463 -0.1030
0.0902 -0.1066 0.0647
-0.0721 0.0199 -0.0599
0.0771 0.0560 -0.0836
-0.0258 -0.0042 -0.0162
0.2344 0.0931 0.0380
-0.0761 -0.1850 -0.0911
-0.0350 0.0166 0.1022
0.1319 0.0542 0.0691
0.0165 0.0028 -0.0060
-0.0053 0.0360 0.0129
-0.0265 0.0186 -0.0130
0.0325 0.0170 0.0060
-0.0489 0.0404 0.0001
-0.0096 -0.0107 0.0103
-0.0055 -0.0091 0.0043
-0.0257 0.0324 -0.0108
-0.0117 0.0133 0.0170
0.0588 0.0075 0.0346
-0.0223 -0.0383 -0.0173
-0.0220 0.0090 0.0007
-0.0239 0.0111 0.0047
0.0207 -0.0182 0.0004
-0.0134 0.0045 -0.0150
0.0509 -0.0073 0.0407
-0.0045 -0.0164 0.0306
-0.0061 -0.0058 0.0034
0.0052 -0.0066 0.0143
0.0018 0.0046 0.0051
-0.0165 0.0162 0.0178
-0.0065 0.0230 0.0079
-0.0022 0.0051 0.0130
0.0093 -0.0114 0.0106
0.0131 0.0037 0.0148
-0.0250 0.0024 -0.0009
-0.0339 -0.0299 0.0471
0.0057 -0.0114 -0.0197
0.0064 0.0106 0.0011
-0.0089 -0.0135 0.0155
0.0251 0.0240 -0.0006
0.0070 0.0377 0.0304
0.1050 0.1169 -0.0360
0.0116 0.0131 -0.0113
-0.0428 0.0069 -0.0017
0.0173 -0.0246 0.0270
0.0238 0.0151 -0.0425
-0.0375 -0.1863 0.2040
-0.0144 -0.1000 0.0507
-0.0005 0.0552 -0.0305
-0.1840 0.0690 0.0646
0.1683 -0.0831 -0.2879
-0.1429 0.0847 -0.0105
-0.0312 -0.0104 0.0952
0.0293 0.0177 0.0331
0.0794 0.0002 -0.0235
-0.0687 -0.0351 0.0486
0.1011 -0.0314 -0.0378
-0.0199 -0.0412 -0.0359
-0.1931 0.0294 0.0119
0.0036 -0.0183 -0.0020
0.0052 0.0116 -0.0106
0.0154 0.0026 -0.0028
-0.0038 -0.0042 0.0087
0.0434 0.0061 0.0179
0.0049 -0.0863 -0.1328
-0.1801 0.2309 0.1399
0.1311 -0.2328 0.1723
-0.0372 -0.0038 -0.1904